Below is C21H24BO3Ru as an isolated structure in a non-equilibrium geometry, with properties calculated with ωB97M-V/def2-TZVPD.

Structure (XYZ):
```
50
C21H24BO3Ru ωB97M-V/def2-TZVPD
Ru -0.6183 -0.3318 -0.4812
C -2.2840 -0.7506 0.7307
C -1.7774 0.4371 1.3732
C -2.0613 1.5538 0.5500
H -1.3782 0.4581 2.4022
C -2.6156 1.0847 -0.6664
C -2.7443 -0.3402 -0.5771
H -3.2280 -1.0107 -1.2870
H -2.4344 -1.7413 1.1643
H -1.8994 2.6053 0.8226
H -2.9345 1.6940 -1.5147
C 1.0172 -1.2831 -1.8089
C -0.3953 -1.5867 -2.0523
C -0.9359 -0.4315 -2.7660
H -0.9071 -2.5136 -1.8487
C 0.1487 0.4476 -3.0774
C 1.3214 -0.0688 -2.4899
H 2.3325 0.3420 -2.5978
H 1.7284 -1.9947 -1.3896
H -1.9463 -0.3637 -3.1580
H 0.0728 1.3165 -3.7345
O 0.9998 0.7111 0.8883
C 0.8446 4.0122 -1.4952
C 1.1369 3.6853 -0.1330
C -0.6034 3.9429 -1.8485
C 1.8746 3.4748 -2.4544
C 1.2148 2.0332 0.9665
H 0.4550 4.2364 0.5063
H 2.1875 3.9076 0.0149
H 2.2567 2.1776 1.2399
H 0.5655 2.4484 1.7424
H -0.9487 4.7996 -2.4593
H -1.1466 4.0103 -0.8812
H -0.8650 3.0246 -2.4487
H 2.4595 4.2694 -2.9520
H 1.4618 2.8157 -3.2597
H 2.6158 2.9443 -1.8173
O 0.3452 -1.5512 2.1376
B 0.0392 -1.8157 0.7616
O 0.2399 -3.2129 0.5089
C 0.6438 -3.7543 1.6986
C 0.6379 -5.0756 2.0444
C 0.5969 -5.3745 3.4089
C 0.6175 -4.3700 4.3772
C 0.7187 -3.0237 4.0202
C 0.6976 -2.7402 2.6711
H 0.6461 -5.8579 1.2784
H 0.5441 -6.4148 3.7251
H 0.5473 -4.6162 5.4328
H 0.7558 -2.2086 4.7329
```

Output
expectation value of S²	6.0570
ΔE to the lowest compared entry with this formula, charge and spin	66.06	kJ/mol
spin multiplicity	5
highest occupied orbital energy (alpha / beta)	-2.234 / -4.242	eV
total charge	-1


Below is C21H24Br3N2O4PRuS2 as an isolated structure in a non-equilibrium geometry, with properties calculated with ωB97M-V/def2-TZVPD.

Structure (XYZ):
```
58
C21H24Br3N2O4PRuS2 ωB97M-V/def2-TZVPD
Ru 0.0200 -0.8678 -0.0827
O 1.9133 0.9328 5.4127
C 1.5820 0.3856 4.2627
C 1.2081 -0.9548 4.0939
C 0.8558 -1.4015 2.8449
N 0.8733 -0.6074 1.7593
C 1.2344 0.6708 1.9375
Br 1.1185 1.6965 0.3298
C 1.5955 1.2202 3.1305
H 1.9024 0.3185 6.1577
H 1.1830 -1.6398 4.9309
H 0.5328 -2.4211 2.6820
H 1.8761 2.2601 3.2200
C 3.4726 -1.7142 0.3128
C 3.0690 -1.3503 -1.0773
C 4.0551 -1.2158 -2.0726
C 3.7177 -0.8919 -3.3576
C 2.3610 -0.7073 -3.6832
C 1.8576 -0.3829 -4.9853
Br 3.0482 -0.1303 -6.4072
C 0.4993 -0.2481 -5.2317
C -0.4140 -0.4133 -4.2096
Br -2.2504 -0.2404 -4.4902
C 0.0246 -0.7095 -2.8861
O -0.7779 -0.8547 -1.9155
C 1.4374 -0.8556 -2.6440
N 1.7840 -1.1630 -1.3659
H 4.2999 -2.4220 0.2848
H 2.6488 -2.1545 0.8657
H 3.8330 -0.8294 0.8443
H 5.0885 -1.3809 -1.8011
H 4.4769 -0.7940 -4.1214
H 0.1555 -0.0086 -6.2283
C -5.3356 0.2602 -0.5856
C -5.5714 -0.4383 0.7395
C -5.4238 0.4843 1.9322
O -4.6916 -1.6281 0.8028
P -3.2738 -1.8636 1.4118
S -3.0443 -1.7846 3.3792
S -2.0080 -0.3200 0.8078
O -2.8209 -3.2767 0.9251
C -3.2775 -4.1175 -0.2069
C -3.1099 -3.3690 -1.5128
C -4.6830 -4.6281 0.0277
H -6.0242 1.0998 -0.6747
H -5.5119 -0.4159 -1.4227
H -4.3157 0.6437 -0.6495
H -6.5637 -0.8866 0.7467
H -4.4492 0.9733 1.9419
H -5.5608 -0.0590 2.8639
H -6.1896 1.2572 1.8741
H -2.5778 -4.9500 -0.1527
H -3.8431 -2.5639 -1.5881
H -3.2491 -4.0427 -2.3578
H -2.1077 -2.9481 -1.5688
H -5.4206 -3.8390 -0.0939
H -4.7754 -5.0541 1.0262
H -4.8986 -5.4148 -0.6954
```

Output
ΔE to the lowest compared entry with this formula, charge and spin	357.71	kJ/mol
spin multiplicity	1
highest occupied orbital energy (alpha / beta)	-12.974 / -12.780	eV
total charge	+2


Below is C21H24Cl5IKN3O2PS as an isolated structure in a non-equilibrium geometry, with properties calculated with ωB97M-V/def2-TZVPD.

Structure (XYZ):
```
59
C21H24Cl5IKN3O2PS ωB97M-V/def2-TZVPD
K -0.2022 -0.4110 0.2806
Cl -7.7439 -0.0896 0.3455
C -6.0323 0.1989 0.3039
C -5.1294 -0.8642 0.2461
Cl -5.7345 -2.4914 0.2194
C -3.7605 -0.6332 0.1803
Cl -2.6256 -1.9760 0.1021
C -3.2020 0.6826 0.1399
O -1.9602 0.9024 -0.0094
C -4.1603 1.7375 0.2653
Cl -3.5182 3.3517 0.2852
C -5.5246 1.5034 0.3337
Cl -6.6268 2.8416 0.4242
I 0.8655 -1.2793 3.4942
C 2.3028 0.0664 2.5383
H 3.0664 0.2025 3.3153
H 1.7348 1.0027 2.4962
C -6.3795 1.1493 -3.5457
C -4.8861 0.9949 -3.3840
C -4.2941 -0.2638 -3.3252
C -2.9244 -0.4055 -3.1164
C -2.1434 0.7291 -2.9763
C -2.7066 1.9962 -3.0334
C -4.0707 2.1207 -3.2473
S -0.4151 0.5251 -2.5623
C 0.1486 0.3648 -4.2413
O -0.2662 -0.8676 -1.9965
H -6.8877 0.1880 -3.4567
H -6.6306 1.5770 -4.5213
H -6.7882 1.8136 -2.7799
H -4.9184 -1.1521 -3.3990
H -2.4706 -1.3856 -3.0080
H -2.0964 2.8767 -2.8585
H -4.5216 3.1100 -3.2527
H -0.3157 -0.5437 -4.6357
H 1.2380 0.2672 -4.2112
H -0.1517 1.2479 -4.8131
C 5.5202 -1.8662 0.5888
N 4.3898 -2.6533 0.0906
C 4.4470 -2.6715 -1.3733
N 4.4878 -1.3479 -1.9921
C 5.6208 -0.6220 -1.4275
N 5.6038 -0.5127 0.0333
C 4.5084 0.3466 0.5367
P 2.7740 -0.3171 0.2698
C 3.1036 -2.1359 0.6260
C 3.2325 -0.6218 -1.6363
H 6.4406 -2.3923 0.3268
H 5.4550 -1.7996 1.6764
H 3.5709 -3.2067 -1.7446
H 5.3439 -3.2219 -1.6717
H 5.6456 0.3830 -1.8513
H 6.5393 -1.1416 -1.7130
H 4.5769 1.3142 0.0382
H 4.6770 0.5175 1.5982
H 2.2910 -2.7445 0.2180
H 3.1027 -2.2848 1.7022
H 3.2691 0.3686 -2.1077
H 2.3893 -1.1551 -2.0894
```

Output
ΔE to the lowest compared entry with this formula, charge and spin	192.05	kJ/mol
spin multiplicity	1
highest occupied orbital energy	-3.368	eV
total charge	-1


Below is C21H24ClHoN2O10 as an isolated structure in a non-equilibrium geometry, with properties calculated with ωB97M-V/def2-TZVPD.

Structure (XYZ):
```
59
C21H24ClHoN2O10 ωB97M-V/def2-TZVPD
Ho 0.2143 -0.5270 0.2584
C 0.9464 0.4289 -3.2418
C -0.1435 -0.6225 -3.2130
O -1.0234 -0.4068 -2.1201
C -2.0289 0.5830 -2.3312
C -2.1317 1.4429 -1.0917
O -0.8075 1.8882 -0.8326
C -0.6744 2.8616 0.1917
C 0.8113 3.1360 0.2963
O 1.5008 1.8955 0.3996
C 2.7002 1.8146 -0.3566
C 2.3991 1.6178 -1.8266
O 1.5192 0.5165 -1.9513
H 0.5369 1.4083 -3.5186
H 1.7032 0.1514 -3.9834
H 0.2917 -1.6048 -3.0545
H -0.6899 -0.6096 -4.1592
H -2.9853 0.0913 -2.5226
H -1.7664 1.2046 -3.1908
H -2.5066 0.8546 -0.2504
H -2.8028 2.2878 -1.2716
H -1.0638 2.4753 1.1335
H -1.2053 3.7799 -0.0793
H 1.0188 3.7422 1.1813
H 1.1461 3.6804 -0.5904
H 3.2282 0.9422 0.0208
H 3.3160 2.7077 -0.2179
H 3.3315 1.4363 -2.3724
H 1.9211 2.5081 -2.2520
O -2.0918 -0.3003 3.6076
C -1.1356 -0.1272 2.8253
O -1.2184 0.3106 1.6096
C 0.2413 -0.4065 3.3162
C 0.4837 -1.2552 4.4044
C 1.7824 -1.4270 4.8135
C 2.8068 -0.7301 4.1512
C 2.4696 0.0640 3.0741
N 1.2189 0.2178 2.6366
H -0.3471 -1.7582 4.8791
H 2.0100 -2.0926 5.6362
H 3.8381 -0.8141 4.4660
H 3.2319 0.6039 2.5219
O -1.6148 -1.8904 0.0420
N -1.2347 -2.6526 0.9777
O -0.0904 -2.3887 1.4876
Cl 6.3773 -6.3918 -0.4390
C 5.1491 -5.1653 -0.4006
C 4.3412 -4.9803 -1.5118
C 3.3609 -4.0022 -1.4736
C 3.2079 -3.2072 -0.3457
C 4.0257 -3.4046 0.7600
C 4.9949 -4.3938 0.7412
C 2.1744 -2.1318 -0.3222
O 1.1462 -2.2266 -1.0391
O 2.3563 -1.1333 0.4412
H 4.4764 -5.6029 -2.3854
H 2.6990 -3.8533 -2.3175
H 3.8892 -2.7836 1.6370
H 5.6293 -4.5677 1.5996
```

Output
expectation value of S²	6.0038
ΔE to the lowest compared entry with this formula, charge and spin	125.91	kJ/mol
spin multiplicity	5
highest occupied orbital energy (alpha / beta)	-9.025 / -9.030	eV